No. 1
Here is a molecular structure, C29H37IrN5O at a distorted geometry from the OMol25 dataset. Energies are from ωB97M-V/def2-TZVPD.

As for the energy above the lowest of the compared OMol25 structures with the same formula, charge and spin: 0.0 kcal per mole. As for the charge: -1. As for the HOMO-LUMO gap (spin up / spin down): 1.906 / 6.496 eV. Its spin multiplicity is 5. The value obtained for the LUMO energy (spin up / spin down) is 2.271 / 2.242 eV.

Last column: Löwdin spin population.
Positions of all 73 atoms, in Å:
Ir -0.36 -0.37 0.02  0.579
N 0.33 -0.15 2.00  0.276
N -1.52 1.87 1.36  0.101
C -1.12 -1.03 -1.89  0.012
C -2.06 -1.33 -0.84  0.050
C -1.42 -2.26 0.06  0.074
C -1.99 -2.85 1.30  0.014
H -2.71 -2.17 1.78  0.003
H -1.19 -3.06 2.01  0.001
H -2.51 -3.79 1.07  0.006
C -0.10 -2.53 -0.44  0.021
C 0.85 -3.53 0.13  0.003
H 0.66 -4.54 -0.27  0.001
H 0.75 -3.56 1.23  0.000
H 1.89 -3.28 -0.11  0.000
C 0.11 -1.72 -1.60  0.077
C 1.34 -1.65 -2.43  0.029
H 2.23 -1.81 -1.80  0.003
H 1.43 -0.67 -2.92  0.003
H 1.34 -2.42 -3.22  0.009
C -3.42 -0.74 -0.65  0.012
H -4.20 -1.49 -0.86  0.003
H -3.56 0.11 -1.33  0.000
H -3.56 -0.39 0.38  0.005
C -1.38 -0.24 -3.12  0.002
H -0.55 0.44 -3.32  0.001
H -2.30 0.35 -3.02  0.001
H -1.49 -0.89 -3.99  0.000
C 1.57 -0.48 2.37  0.253
H 2.28 -0.77 1.58  0.024
C 1.94 -0.50 3.71  0.146
H 2.95 -0.78 3.97  0.001
C 0.98 -0.23 4.69  0.267
H 1.25 -0.29 5.75  0.020
C -0.30 0.11 4.31  0.281
H -1.11 0.24 5.02  0.018
C -0.59 0.32 2.92  0.057
C -1.68 1.08 2.47  0.438
H -2.44 1.40 3.18  0.022
C -0.75 1.47 0.28  0.142
C -2.06 3.14 1.10  0.012
H -2.72 3.64 1.79  0.000
C -1.52 3.57 -0.04  0.053
H -1.62 4.52 -0.54  0.006
N -0.66 2.57 -0.52  0.060
C 0.19 2.74 -1.66  0.175
C -0.40 2.96 -2.91  0.171
C 0.43 3.11 -4.03  0.018
H -0.03 3.25 -5.02  -0.003
C 1.82 3.12 -3.91  0.192
C 2.71 3.31 -5.11  0.041
H 3.24 2.38 -5.37  0.017
H 3.47 4.08 -4.93  0.012
H 2.11 3.61 -5.98  0.000
C 2.38 2.98 -2.63  0.115
H 3.47 3.04 -2.52  0.020
C 1.58 2.82 -1.50  0.046
C 2.21 2.81 -0.14  0.018
H 1.90 3.69 0.45  0.001
H 3.30 2.86 -0.24  0.004
H 1.96 1.92 0.44  0.010
C -1.88 3.04 -3.09  0.037
H -2.23 4.08 -3.08  0.019
H -2.45 2.50 -2.32  0.003
H -2.16 2.63 -4.07  0.003
N 1.96 -4.96 4.22  0.000
C 0.87 -4.14 4.15  0.001
N -0.02 -4.30 5.20  0.002
O 0.70 -3.33 3.24  0.006
H 2.13 -5.50 5.06  0.000
H 2.68 -4.82 3.53  0.000
H -0.95 -3.97 4.97  0.001
H -0.01 -5.21 5.63  0.000


No. 2
Here is a molecular structure, C29H37N3O12S2 at a distorted geometry from the OMol25 dataset. Energies are from ωB97M-V/def2-TZVPD.

As for the charge: 0. As for the HOMO-LUMO gap: 8.477 eV. The value obtained for the LUMO energy is -0.669 eV.

Last column: Mulliken charge in e.
Positions of all 83 atoms, in Å:
C -2.06 0.07 -0.99  -0.997
C -1.04 -0.34 0.06  0.053
O 0.19 -0.82 -0.46  -0.301
C 0.07 -1.76 -1.50  -0.726
C 1.35 -2.61 -1.63  -0.495
C 2.48 -2.20 -0.69  -0.963
C 3.26 -0.92 -1.06  -1.138
C 3.13 -0.44 -2.51  -0.646
C 3.83 -1.32 -3.50  -0.009
O 5.16 -1.80 -3.11  -0.430
S 5.62 -2.69 -4.36  1.210
O 6.99 -2.47 -4.66  -0.573
O 5.19 -4.04 -4.23  -0.626
O 4.71 -1.95 -5.50  -0.422
C 4.16 -0.77 -4.89  0.689
S 2.66 -0.13 -5.70  -0.229
C 5.26 0.33 -4.87  -0.783
O 5.25 1.17 -5.99  -0.428
C 5.78 0.57 -7.17  -0.705
H -2.56 -0.82 -1.39  0.328
H -2.85 0.68 -0.55  0.333
H -1.60 0.57 -1.85  0.303
H -0.80 0.52 0.66  -0.055
H -1.49 -1.06 0.76  0.256
H -0.78 -2.41 -1.29  0.507
H -0.16 -1.28 -2.46  0.244
H 1.08 -3.64 -1.36  0.500
H 1.64 -2.66 -2.67  0.083
H 2.04 -2.07 0.30  0.445
H 3.18 -3.04 -0.61  0.454
H 2.98 -0.12 -0.37  0.438
H 4.32 -1.10 -0.88  0.515
H 3.61 0.54 -2.56  0.528
H 2.09 -0.29 -2.78  0.255
H 3.30 -2.24 -3.74  0.511
H 2.69 1.06 -5.08  0.184
H 5.10 0.97 -4.00  0.303
H 6.25 -0.12 -4.75  0.527
H 6.38 1.31 -7.70  0.264
H 6.42 -0.28 -6.93  0.316
H 4.96 0.24 -7.81  0.255
C -0.07 3.12 6.76  -0.612
C -0.67 3.83 5.72  -0.464
C -0.92 3.21 4.51  -0.318
C -0.57 1.88 4.37  0.231
C 0.03 1.15 5.38  -0.581
C 0.28 1.79 6.59  -0.361
N -0.85 1.20 3.09  1.203
O -1.35 1.86 2.20  -0.686
O -0.56 0.02 3.00  -0.574
H 0.12 3.61 7.70  0.396
H -0.94 4.87 5.85  0.377
H -1.38 3.75 3.70  0.460
H 0.29 0.12 5.24  0.519
H 0.74 1.25 7.40  0.421
C -3.55 -4.63 7.72  -0.434
C -2.20 -4.48 8.01  -0.495
C -1.59 -3.25 7.85  -0.300
C -2.35 -2.19 7.39  0.120
C -3.69 -2.32 7.10  -0.318
C -4.29 -3.56 7.26  -0.449
N -1.71 -0.87 7.23  1.058
O -0.52 -0.79 7.48  -0.583
O -2.41 0.05 6.87  -0.586
H -4.03 -5.60 7.86  0.378
H -1.62 -5.32 8.37  0.370
H -0.54 -3.12 8.07  0.430
H -4.26 -1.47 6.74  0.448
H -5.34 -3.68 7.04  0.374
C -4.65 4.12 -5.78  -0.409
C -3.97 4.78 -4.76  -0.466
C -3.90 4.22 -3.50  -0.328
C -4.52 3.01 -3.27  0.152
C -5.22 2.34 -4.27  -0.370
C -5.28 2.91 -5.53  -0.451
N -4.43 2.40 -1.94  1.012
O -3.83 3.01 -1.08  -0.579
O -4.96 1.32 -1.77  -0.582
H -4.70 4.56 -6.77  0.378
H -3.48 5.72 -4.96  0.372
H -3.36 4.72 -2.70  0.458
H -5.70 1.40 -4.06  0.447
H -5.82 2.41 -6.32  0.372


No. 3
Here is a molecular structure, C29H37N3O2P2Pd at a distorted geometry from the OMol25 dataset. Energies are from ωB97M-V/def2-TZVPD.

As for the charge: -2. As for the HOMO-LUMO gap: 5.219 eV. The value obtained for the LUMO energy is 4.903 eV.

Last column: natural (NBO) charge in e.
Positions of all 74 atoms, in Å:
Pd 0.23 0.17 -0.35  0.127
C 0.82 0.73 -4.31  -0.637
C -0.06 1.90 -3.96  -0.061
C -1.04 2.36 -4.82  -0.228
C -1.86 3.43 -4.49  -0.278
C -1.68 4.05 -3.26  -0.223
C -0.70 3.62 -2.36  -0.059
C -0.56 4.23 -1.00  -0.650
C 0.13 2.54 -2.71  0.281
N 1.03 2.00 -1.81  -0.700
C 2.06 2.68 -1.37  0.590
O 2.49 3.80 -1.73  -0.767
C 2.85 1.95 -0.28  0.143
C 4.18 2.33 -0.11  -0.242
C 4.94 1.69 0.85  -0.207
C 4.32 0.76 1.67  -0.238
C 2.98 0.46 1.47  0.139
N 2.26 1.02 0.48  -0.443
C 2.32 -0.45 2.52  0.582
O 2.89 -0.48 3.64  -0.769
N 1.23 -1.06 2.15  -0.665
C 0.41 -1.61 3.13  0.204
C 0.48 -2.95 3.52  -0.052
C 1.60 -3.83 3.03  -0.631
C -0.48 -3.47 4.39  -0.220
C -1.49 -2.68 4.91  -0.274
C -1.53 -1.34 4.55  -0.226
C -0.60 -0.79 3.69  -0.036
C -0.64 0.66 3.30  -0.652
H 0.42 0.19 -5.17  0.182
H 0.91 0.06 -3.45  0.251
H 1.84 1.06 -4.55  0.208
H -1.18 1.85 -5.78  0.182
H -2.63 3.77 -5.17  0.184
H -2.32 4.87 -2.97  0.183
H -1.34 4.97 -0.82  0.181
H 0.42 4.70 -0.90  0.245
H -0.62 3.45 -0.24  0.237
H 4.56 3.11 -0.75  0.232
H 5.99 1.95 0.99  0.187
H 4.83 0.27 2.49  0.231
H 2.42 -3.21 2.66  0.241
H 1.27 -4.48 2.21  0.201
H 1.98 -4.46 3.84  0.192
H -0.41 -4.52 4.68  0.180
H -2.24 -3.10 5.58  0.183
H -2.32 -0.70 4.95  0.186
H -1.55 1.14 3.67  0.184
H -0.59 0.76 2.21  0.256
H 0.23 1.18 3.70  0.222
C -3.07 1.00 -1.45  -0.959
P -2.03 0.18 -0.17  0.848
C -3.12 0.54 1.29  -0.966
C -2.53 -1.60 -0.47  -0.726
C -1.35 -2.54 -0.21  -0.729
P 0.13 -2.03 -1.21  0.855
C 1.32 -3.32 -0.64  -0.960
C -0.35 -2.86 -2.81  -0.955
H -4.11 0.64 -1.44  0.187
H -2.63 0.83 -2.44  0.239
H -3.06 2.08 -1.28  0.232
H -4.17 0.29 1.10  0.188
H -3.03 1.60 1.54  0.221
H -2.76 -0.03 2.14  0.238
H -2.87 -1.69 -1.51  0.202
H -3.38 -1.87 0.17  0.206
H -1.61 -3.59 -0.40  0.186
H -1.03 -2.45 0.83  0.251
H 0.84 -4.30 -0.48  0.188
H 1.75 -2.98 0.30  0.261
H 2.12 -3.43 -1.37  0.211
H -0.70 -3.88 -2.63  0.191
H 0.50 -2.88 -3.49  0.217
H -1.15 -2.29 -3.29  0.221


No. 4
Here is a molecular structure, C29H37N3O2Sr from the OMol25 dataset. Energies are from ωB97M-V/def2-TZVPD.

As for the energy above the lowest of the compared OMol25 structures with the same formula, charge and spin: 0.0 kcal per mole. As for the charge: 0. As for the HOMO-LUMO gap: 7.458 eV. The value obtained for the LUMO energy is -0.011 eV.

Last column: Mulliken charge in e.
Positions of all 72 atoms, in Å:
Sr -0.40 -0.39 -1.05  2.124
C 2.07 0.02 0.21  0.214
C 1.10 0.18 1.23  -0.464
C 0.40 1.40 0.95  0.492
C 0.98 1.94 -0.22  -0.757
C 2.01 1.11 -0.69  -0.514
C 2.90 1.33 -1.90  2.066
C 3.08 0.02 -2.68  -1.589
C 4.28 1.81 -1.43  -1.869
C 2.30 2.38 -2.83  -1.840
C -0.65 2.21 1.74  2.179
C -1.29 3.27 0.83  -2.181
C -1.82 1.38 2.28  -1.758
C 0.03 2.98 2.88  -1.797
C 0.95 -0.88 2.34  2.508
C 1.02 -0.28 3.75  -1.909
C -0.36 -1.68 2.18  -1.738
C 2.09 -1.90 2.26  -2.235
H 2.77 -0.80 0.14  0.637
H 0.66 2.85 -0.71  0.234
H 3.51 -0.76 -2.05  0.275
H 3.73 0.17 -3.54  0.490
H 2.12 -0.35 -3.06  0.214
H 4.73 1.07 -0.77  0.319
H 4.18 2.74 -0.88  0.368
H 4.95 1.97 -2.28  0.474
H 1.31 2.08 -3.20  0.251
H 2.95 2.52 -3.70  0.435
H 2.20 3.34 -2.33  0.329
H -1.77 2.82 -0.04  0.345
H -0.57 4.01 0.49  0.350
H -2.06 3.80 1.39  0.515
H -2.33 0.84 1.48  0.134
H -2.55 2.04 2.75  0.604
H -1.52 0.65 3.03  0.223
H 0.79 3.65 2.47  0.357
H 0.53 2.32 3.59  0.217
H -0.70 3.58 3.42  0.467
H 0.17 0.36 3.99  0.277
H 1.93 0.31 3.87  0.356
H 1.04 -1.08 4.49  0.487
H -1.25 -1.06 2.14  -0.044
H -0.48 -2.38 3.01  0.634
H -0.31 -2.29 1.27  0.116
H 3.06 -1.41 2.36  0.425
H 2.08 -2.45 1.32  0.246
H 1.99 -2.62 3.07  0.472
O -3.05 -3.97 -0.23  -0.655
C -2.22 -3.20 -0.66  0.019
N -2.36 -1.87 -0.98  -0.255
C -3.52 -1.23 -0.65  0.248
O -4.44 -1.61 0.04  -0.677
C -3.64 0.19 -1.23  0.334
C -4.87 0.83 -1.05  -0.404
C -5.05 2.09 -1.58  -0.437
C -4.00 2.70 -2.26  -0.475
C -2.81 2.01 -2.37  -0.647
N -2.63 0.78 -1.87  -0.101
C -0.82 -3.78 -0.92  0.371
C -0.67 -5.15 -0.80  -0.720
C 0.58 -5.71 -0.99  -0.358
C 1.65 -4.87 -1.30  -0.839
C 1.42 -3.52 -1.40  -0.182
N 0.21 -2.97 -1.22  0.202
H -5.64 0.31 -0.51  0.514
H -5.99 2.60 -1.47  0.437
H -4.10 3.68 -2.69  0.435
H -1.96 2.46 -2.87  0.379
H -1.53 -5.74 -0.54  0.527
H 0.73 -6.77 -0.90  0.421
H 2.65 -5.26 -1.45  0.450
H 2.22 -2.83 -1.63  0.274


No. 5
Here is a molecular structure, C29H37N4O2OsSi from the OMol25 dataset. Energies are from ωB97M-V/def2-TZVPD.

As for the charge: +3. As for the HOMO-LUMO gap: 6.313 eV. The value obtained for the LUMO energy is -10.035 eV.

Last column: Mulliken charge in e.
Positions of all 74 atoms, in Å:
Os -0.58 0.06 0.72  0.815
C -7.12 2.50 -0.58  -1.600
C -5.71 1.97 -0.64  -0.079
C -5.00 1.92 -1.84  -0.562
C -3.70 1.43 -1.94  0.264
C -3.08 1.37 -3.23  -0.150
N -1.85 1.03 -3.39  0.171
C -1.12 0.73 -4.63  -0.989
C -0.65 -0.73 -4.58  -0.796
C 0.04 -1.08 -3.27  -0.231
N 0.55 -2.46 -3.33  -0.008
C 1.26 -3.15 -2.49  -0.019
C 1.79 -2.91 -1.17  0.630
C 2.91 -3.73 -0.92  -1.000
C 3.63 -3.70 0.26  -0.291
C 4.84 -4.55 0.48  -1.584
C 3.14 -2.84 1.24  -0.890
C 2.01 -2.04 1.07  0.449
C 1.61 -1.28 2.24  0.212
N 0.67 -0.41 2.30  -0.039
C 0.41 0.29 3.56  -0.669
C -0.96 -0.09 4.17  -0.628
C -1.89 -0.83 3.23  -0.955
N -2.09 -0.14 1.93  -0.156
C -3.28 0.37 1.65  0.426
C -3.75 0.96 0.46  0.005
C -5.08 1.48 0.48  -0.790
C -3.02 0.96 -0.77  1.369
O -1.82 0.50 -0.87  -1.189
C 1.32 -2.04 -0.16  1.066
O 0.20 -1.33 -0.37  -0.944
H -7.36 3.09 -1.46  0.395
H -7.26 3.13 0.29  0.404
H -7.84 1.68 -0.52  0.350
H -5.49 2.27 -2.74  0.451
H -3.67 1.59 -4.12  0.492
H -1.36 0.86 -2.51  0.070
H -0.28 1.41 -4.69  0.347
H -1.78 0.90 -5.48  0.431
H 0.02 -0.90 -5.43  0.531
H -1.52 -1.38 -4.72  0.436
H -0.64 -1.04 -2.43  0.115
H 0.89 -0.42 -3.06  0.347
H 0.36 -2.94 -4.21  0.369
H 1.55 -4.11 -2.91  0.503
H 3.22 -4.43 -1.69  0.345
H 4.96 -5.29 -0.30  0.387
H 4.78 -5.07 1.44  0.401
H 5.74 -3.93 0.50  0.353
H 3.65 -2.81 2.20  0.493
H 2.19 -1.45 3.15  0.394
H 0.44 1.35 3.32  0.029
H 1.21 0.08 4.27  0.598
H -1.44 0.81 4.55  0.343
H -0.81 -0.75 5.03  0.371
H -2.87 -0.97 3.69  0.632
H -1.51 -1.82 3.00  0.258
H -4.00 0.30 2.46  0.433
H -5.61 1.47 1.42  0.508
C 2.38 4.91 -0.09  -0.963
Si 0.95 4.84 1.09  -0.013
C 1.40 5.09 2.87  -0.933
C -0.51 5.87 0.56  -0.943
C 0.35 3.03 0.93  1.584
C -0.04 1.86 0.85  -1.344
H 2.80 5.92 -0.05  0.347
H 2.09 4.72 -1.12  0.322
H 3.18 4.22 0.19  0.333
H 1.77 6.11 3.01  0.349
H 2.20 4.42 3.19  0.323
H 0.55 4.97 3.54  0.330
H -0.23 6.92 0.61  0.349
H -1.37 5.73 1.21  0.328
H -0.80 5.66 -0.47  0.310


No. 6
Here is 5 unconnected molecules or ions with the total composition C29H38BrF12O15PS at a distorted geometry from the OMol25 dataset. Energies are from ωB97M-V/def2-TZVPD.

As for the charge: 0. As for the HOMO-LUMO gap: 7.566 eV. The value obtained for the LUMO energy is -0.608 eV.

Last column: Mulliken charge in e.
Positions of all 97 atoms, in Å:
C -1.26 -1.49 6.70  -0.290
C -1.23 -1.60 5.38  -0.499
C -1.41 -2.18 3.86  0.254
O -2.36 -3.30 3.92  -0.406
S -1.43 -4.64 4.44  1.255
O -2.05 -5.97 4.00  -0.581
O -1.10 -4.73 5.92  -0.566
O -0.01 -4.14 3.68  -0.071
C -0.04 -2.76 3.14  0.391
C -0.30 -2.83 1.54  -0.923
C -0.60 -4.31 0.96  -0.733
C 0.74 -5.19 0.69  0.341
C 0.76 -6.55 1.62  -0.552
C 2.23 -6.87 2.22  -0.559
C 2.30 -6.81 3.84  -0.236
O 3.65 -6.87 4.39  -0.361
C 4.35 -5.62 4.28  0.654
O 4.81 -5.13 3.17  -0.487
C 4.66 -4.71 5.60  -0.215
C 3.93 -3.48 5.90  -0.583
P 1.60 -1.92 3.60  0.317
O 1.26 -0.21 3.45  -0.470
Br 3.23 -2.31 2.06  -0.206
H -1.41 -1.47 7.85  0.359
H -1.84 -1.23 3.33  0.380
H 0.53 -2.33 0.92  0.386
H -1.27 -2.20 1.34  0.277
H -1.13 -4.16 -0.07  0.283
H -1.34 -4.94 1.59  0.345
H 0.72 -5.49 -0.43  -0.314
H 1.70 -4.57 0.89  0.202
H -0.09 -6.53 2.39  0.232
H 0.50 -7.42 0.87  0.407
H 3.01 -6.22 1.69  0.318
H 2.46 -7.98 1.94  0.229
H 1.75 -7.76 4.22  0.275
H 1.73 -5.92 4.31  0.079
H 5.51 -4.98 6.36  0.293
H 4.05 -2.55 5.22  0.276
H 3.22 -3.38 6.80  0.242
H 2.12 0.28 3.35  0.291
C -2.35 -3.58 -4.98  -1.043
C -2.23 -5.09 -5.04  -0.246
O -0.85 -5.50 -4.99  -0.340
C -0.28 -5.52 -3.76  0.421
O -0.86 -5.23 -2.74  -0.487
C 1.16 -6.01 -3.85  0.816
F 1.85 -5.42 -4.86  -0.250
F 1.23 -7.34 -4.08  -0.269
F 1.87 -5.78 -2.72  -0.219
H -1.76 -3.12 -5.77  0.303
H -3.39 -3.28 -5.10  0.376
H -1.98 -3.19 -4.03  0.286
H -2.63 -5.46 -5.99  0.329
H -2.80 -5.58 -4.24  0.307
C -0.46 3.33 3.03  -1.134
C -0.24 2.57 1.74  0.005
O -0.87 3.26 0.63  -0.338
C -0.17 4.30 0.12  0.399
O 0.90 4.67 0.53  -0.525
C -0.92 4.90 -1.07  0.886
F -2.24 5.08 -0.82  -0.269
F -0.84 4.11 -2.17  -0.256
F -0.44 6.11 -1.44  -0.324
H -1.53 3.51 3.20  0.327
H -0.06 2.78 3.88  0.352
H 0.02 4.32 3.00  0.312
H -0.71 1.59 1.81  0.173
H 0.82 2.41 1.54  0.302
C -2.17 5.22 -6.17  -1.096
C -2.45 4.45 -7.45  -0.211
O -2.43 3.03 -7.19  -0.308
C -3.56 2.52 -6.65  0.300
O -4.54 3.17 -6.38  -0.507
C -3.43 1.01 -6.48  0.954
F -2.24 0.65 -5.93  -0.255
F -3.51 0.35 -7.66  -0.254
F -4.39 0.48 -5.68  -0.252
H -1.23 4.88 -5.72  0.286
H -2.10 6.29 -6.38  0.392
H -2.95 5.06 -5.43  0.319
H -1.66 4.64 -8.18  0.319
H -3.39 4.75 -7.90  0.310
C 0.48 8.66 -0.80  -0.837
C 0.80 8.91 0.66  -0.172
O 1.78 9.95 0.80  -0.340
C 1.31 11.22 0.71  0.369
O 0.15 11.50 0.52  -0.507
C 2.45 12.22 0.92  0.865
F 3.56 11.90 0.22  -0.242
F 2.82 12.29 2.22  -0.248
F 2.11 13.48 0.56  -0.240
H 1.39 8.45 -1.36  0.255
H -0.20 7.82 -0.91  0.214
H 0.02 9.54 -1.26  0.356
H 1.24 8.01 1.10  0.276
H -0.10 9.14 1.24  0.323


charge of number 3 (C29H37N3O2P2Pd)? -2